An isolated ion of composition C5H11N2O and charge +1 in a non-equilibrium geometry, computed with the ωB97M-V functional and the def2-TZVPD basis.

Structure (XYZ):
```
19
Properties=species:S:1:pos:R:3:nbo_charge:R:1
O 1.362 1.059 1.320 -0.5528
C 1.872 -0.003 1.549 0.4573
C 1.233 -1.356 1.306 -0.5327
C -0.096 -1.257 0.581 -0.4307
C 0.026 -0.778 -0.896 -0.2443
N -2.461 0.552 -1.331 -0.7502
C -1.326 1.243 -1.424 0.3957
N -0.222 0.669 -1.044 -0.4642
H 2.885 -0.112 1.988 0.1323
H 1.912 -2.077 0.844 0.2444
H 1.181 -1.751 2.340 0.2647
H -0.654 -0.492 1.151 0.2221
H -0.677 -2.164 0.743 0.2403
H 1.077 -0.862 -1.155 0.2308
H -0.720 -1.366 -1.426 0.2412
H -2.678 -0.019 -0.532 0.4298
H -3.302 1.067 -1.559 0.4254
H -1.149 2.235 -1.829 0.2446
H 0.653 1.162 -0.992 0.4461
```

Properties
HOMO   -13.5 eV
Net charge   +1
Electronic energy   -381.61143 Ha
Orbital gap   9.78 eV
LUMO   -3.75 eV
Structure (SMILES)   N/C=[NH+]\CCCC=O

---

C5H12LaO3 as an isolated structure in a non-equilibrium geometry, computed with the ωB97M-V functional and the def2-TZVPD basis.

Structure (XYZ):
```
21
Properties=species:S:1:pos:R:3:lowdin_spin:R:1
H -3.123 1.129 0.430 0.0004
C 3.098 0.038 0.473 0.0000
O 2.584 1.207 -0.080 0.0000
C 2.172 -1.151 0.218 0.0000
O 0.853 -0.712 0.577 0.0000
C -0.240 -1.503 0.136 0.0001
C -1.481 -0.668 0.344 0.0001
O -1.232 0.632 -0.206 0.0026
C -2.409 1.425 -0.360 0.0253
La 0.804 1.541 -0.020 0.0090
H 3.240 0.135 1.569 0.0000
H 4.085 -0.222 0.047 0.0000
H 2.442 -2.034 0.814 0.0000
H 2.166 -1.416 -0.852 0.0000
H -0.307 -2.436 0.713 0.0000
H -0.108 -1.747 -0.931 0.0000
H -1.720 -0.558 1.412 0.0000
H -2.335 -1.128 -0.173 0.0000
H -3.478 3.753 -2.531 0.9266
H -2.857 1.232 -1.345 0.0197
H -2.154 2.484 -0.235 0.0160
```

Properties
HOMO (alpha / beta)   -16.6 / -19.0 eV
Net charge   +2
Electronic energy   -454.25043 Ha
Orbital gap (alpha / beta)   8.30 / 10.70 eV
LUMO (alpha / beta)   -8.26 / -8.27 eV
Multiplicity   2

---

The evaluated ΔE to the lowest compared entry with this formula, charge and spin for the records listed, in turn: 137.9 14.3 kJ/mol.